Entry 1:
The ion C29H36F3O5 with charge -1, computed with ωB97M-V/def2-TZVPD.

total energy: -49048.444 eV
E_LUMO: 2.6 eV
HOMO-LUMO gap: 0.2144 Eh
energy above the lowest of the compared OMol25 structures with the same formula, charge and spin: 3.00 kcal/mol
SMILES: CCOC(=O)C(C(=O)OCC)(c1ccccc1)[C@H](c1cc(C(C)(C)C)c([O-])c(C(C)(C)C)c1)C(F)(F)F

ORCA input file:
```
! RIJCOSX wB97M-V def2-TZVPD def2/J DEFGRID3
* xyz -1 1
C 1.38 0.26 4.24
C 0.01 0.06 3.66
O 0.25 -0.77 2.51
C -0.85 -1.22 1.91
O -1.96 -0.84 2.23
C -0.62 -2.24 0.80
C 0.83 -2.79 0.67
O 1.06 -3.97 0.47
O 1.86 -1.94 0.72
C 3.13 -2.65 0.56
C 4.19 -1.69 0.99
C -1.36 -3.58 1.28
C -1.22 -4.77 0.57
C -1.58 -6.03 1.10
C -2.37 -6.09 2.25
C -2.64 -4.90 2.91
C -2.07 -3.68 2.47
C -0.95 -1.51 -0.48
C -0.66 0.06 -0.73
C 0.61 0.61 -0.49
C 0.98 1.89 -0.88
C 2.38 2.49 -0.65
C 3.05 2.87 -1.98
C 3.27 1.49 0.07
C 2.30 3.77 0.19
C 0.00 2.73 -1.56
O 0.28 3.93 -1.86
C -1.31 2.19 -1.88
C -2.27 3.08 -2.73
C -2.58 4.42 -2.05
C -3.61 2.43 -3.06
C -1.63 3.46 -4.08
C -1.59 0.92 -1.39
C -2.36 -1.82 -0.91
F -2.83 -3.07 -0.79
F -3.18 -1.01 -0.18
F -2.53 -1.54 -2.25
H 1.34 1.01 5.02
H 1.73 -0.68 4.69
H 2.10 0.56 3.46
H -0.66 -0.47 4.35
H -0.44 1.01 3.34
H 3.09 -3.52 1.21
H 3.22 -2.97 -0.49
H 5.15 -2.20 0.98
H 4.27 -0.84 0.31
H 4.00 -1.31 2.00
H -0.81 -4.77 -0.44
H -1.25 -6.93 0.58
H -2.75 -7.05 2.60
H -3.28 -4.89 3.79
H -2.22 -2.82 3.11
H -0.35 -1.92 -1.29
H 1.32 -0.03 0.02
H 2.48 3.66 -2.47
H 4.06 3.24 -1.78
H 3.11 2.00 -2.64
H 2.83 1.17 1.02
H 3.44 0.62 -0.57
H 4.25 1.93 0.29
H 1.79 3.58 1.14
H 3.31 4.15 0.39
H 1.74 4.53 -0.36
H -1.66 5.00 -1.92
H -3.25 5.00 -2.70
H -3.06 4.28 -1.08
H -3.48 1.51 -3.64
H -4.19 2.23 -2.15
H -4.19 3.13 -3.67
H -1.38 2.57 -4.67
H -2.34 4.07 -4.65
H -0.72 4.05 -3.91
H -2.61 0.58 -1.52
*
```

=====

Entry 2:
A cluster of 5 separate species, C29H36N2O12S in total, computed with ωB97M-V/def2-TZVPD.

total energy: -69044.032 eV
E_LUMO: 0.3 eV
HOMO-LUMO gap: 0.3226 Eh
SMILES: NCc1ccc2c(c1)Nc1ccccc1S2.C[C@@H]1COC(=O)O1.C[C@@H]1COC(=O)O1.C[C@@H]1COC(=O)O1.C[C@@H]1COC(=O)O1

ORCA input file:
```
! RIJCOSX wB97M-V def2-TZVPD def2/J DEFGRID3
* xyz 0 1
N -3.05 0.72 -6.64
C -3.19 -0.33 -5.63
C -2.57 0.05 -4.29
C -1.91 -0.91 -3.53
C -1.32 -0.59 -2.32
C -1.40 0.72 -1.86
C -2.07 1.69 -2.60
C -2.65 1.35 -3.82
N -2.15 3.04 -2.12
C -0.86 3.54 -1.73
C -0.41 4.76 -2.19
C 0.83 5.25 -1.78
C 1.62 4.52 -0.91
C 1.19 3.28 -0.46
C -0.04 2.79 -0.87
S -0.63 1.21 -0.35
H -3.93 1.15 -6.88
H -2.60 0.38 -7.47
H -4.24 -0.59 -5.48
H -2.64 -1.21 -5.98
H -1.84 -1.93 -3.89
H -0.76 -1.33 -1.76
H -3.15 2.13 -4.38
H -2.74 3.04 -1.29
H -1.03 5.34 -2.86
H 1.18 6.21 -2.14
H 2.58 4.90 -0.58
H 1.80 2.69 0.21
C -2.05 0.92 2.94
C -2.30 0.19 4.23
C -3.10 0.95 5.27
O -2.62 0.38 6.50
C -1.35 -0.05 6.27
O -0.60 -0.39 7.13
O -1.07 -0.03 4.95
H -1.57 1.88 3.12
H -1.40 0.34 2.29
H -2.99 1.09 2.41
H -2.75 -0.79 4.05
H -4.18 0.82 5.19
H -2.86 2.02 5.27
C 0.32 0.06 10.09
C 1.17 1.14 10.71
C 2.60 0.76 10.98
O 2.94 1.62 12.08
C 1.79 1.89 12.76
O 1.74 2.40 13.82
O 0.72 1.47 12.04
H 0.34 -0.84 10.70
H -0.72 0.38 10.00
H 0.68 -0.18 9.09
H 1.12 2.06 10.11
H 3.28 0.94 10.15
H 2.69 -0.27 11.31
C 2.02 2.45 -3.93
C 2.39 1.01 -4.19
C 3.04 0.73 -5.52
O 2.65 -0.63 -5.77
C 1.48 -0.84 -5.13
O 0.78 -1.79 -5.28
O 1.21 0.18 -4.29
H 1.38 2.83 -4.73
H 1.47 2.55 -3.00
H 2.92 3.06 -3.87
H 2.99 0.61 -3.37
H 4.12 0.82 -5.52
H 2.62 1.35 -6.32
C 1.29 -4.70 -4.69
C 1.71 -6.10 -4.35
C 1.47 -7.14 -5.43
O 1.31 -8.34 -4.66
C 0.83 -7.99 -3.44
O 0.41 -8.75 -2.64
O 0.91 -6.64 -3.28
H 0.24 -4.66 -4.98
H 1.41 -4.04 -3.83
H 1.89 -4.30 -5.51
H 2.75 -6.13 -4.03
H 2.28 -7.25 -6.13
H 0.54 -6.95 -5.97
*
```

=====

Entry 3:
A structure of composition C29H36N5O7PbS3, computed with ωB97M-V/def2-TZVPD.

total energy: -90184.995 eV
E_LUMO (alpha / beta): -6.4 / -6.4 eV
HOMO-LUMO gap (alpha / beta): 0.1577 / 0.1578 Eh
energy above the lowest of the compared OMol25 structures with the same formula, charge and spin: 61.57 kcal/mol

ORCA input file:
```
! RIJCOSX wB97M-V def2-TZVPD def2/J DEFGRID3
* xyz 1 1
Pb 0.30 0.59 -0.03
C 2.31 -1.94 -2.53
O 1.00 -1.41 -2.37
C 0.01 -2.42 -2.23
C -1.34 -1.74 -2.23
O -1.54 -0.87 -1.12
C -2.44 -1.30 -0.08
C -1.74 -2.00 1.05
O -0.88 -1.07 1.69
C -0.36 -1.55 2.92
H 2.37 -2.52 -3.46
H 2.57 -2.59 -1.69
H 3.00 -1.11 -2.57
H 0.19 -3.00 -1.32
H 0.05 -3.10 -3.09
H -2.13 -2.50 -2.25
H -1.42 -1.13 -3.13
H -3.22 -1.93 -0.50
H -2.90 -0.39 0.31
H -1.15 -2.86 0.71
H -2.49 -2.36 1.76
H -1.18 -1.79 3.60
H 0.26 -0.76 3.35
H 0.25 -2.44 2.77
S 2.51 -1.07 0.99
C 3.75 -0.03 0.66
C 4.95 -0.52 0.04
C 6.02 0.29 -0.15
C 7.23 -0.25 -0.71
N 8.18 -0.70 -1.15
C 5.95 1.70 0.19
C 4.80 2.22 0.70
C 3.66 1.40 0.97
S 2.25 2.12 1.49
C 7.08 2.54 -0.05
N 7.98 3.22 -0.25
H 5.01 -1.57 -0.21
H 4.74 3.28 0.93
C 0.75 1.31 -5.76
C 0.84 1.84 -4.37
C 0.90 3.13 -3.89
C 0.96 3.03 -2.49
N 0.95 1.74 -2.14
N 0.87 1.04 -3.29
C 1.00 4.14 -1.49
H 1.06 2.07 -6.47
H -0.27 1.02 -5.99
H 1.39 0.44 -5.89
H 0.91 4.04 -4.47
H 0.86 0.03 -3.25
H 0.98 5.09 -2.01
H 1.91 4.09 -0.89
H 0.14 4.08 -0.83
C -6.51 -4.97 4.83
C -5.68 -3.72 4.89
C -4.44 -3.70 5.51
C -3.69 -2.53 5.58
C -4.20 -1.37 5.04
C -5.43 -1.35 4.42
C -6.16 -2.53 4.34
S -3.42 0.86 3.95
O -2.94 0.10 2.80
O -3.41 -0.22 5.20
N -2.18 1.68 4.67
C -1.72 2.92 4.04
C -0.87 2.73 2.79
C -1.68 2.73 1.49
O -2.76 3.26 1.41
O -1.04 2.25 0.42
H -5.89 -5.86 5.00
H -7.00 -5.08 3.87
H -7.29 -4.96 5.60
H -4.05 -4.61 5.95
H -2.73 -2.52 6.07
H -5.84 -0.44 4.00
H -7.13 -2.52 3.86
H -1.44 1.05 4.95
H -1.16 3.46 4.81
H -2.59 3.53 3.79
H -0.24 1.84 2.88
H -0.19 3.59 2.69
*
```

=====

Calculated max |F| in order - 2.68 0.43 0.61 eV Å⁻¹